Entry 1:
{
  "formula": "C19H52B2FN4O10PSi2",
  "method": "ωB97M-V/def2-TZVPD",
  "gap_ev": 9.1,
  "de_lowest_kj_mol": 193.1,
  "species": ["C", "C", "C", "Si", "C", "C", "C", "C", "O", "O", "C", "P", "O", "O", "O", "O", "Si", "B", "N", "O", "B", "N", "O", "C", "F", "C", "C", "H", "H", "H", "H", "H", "H", "H", "H", "H", "H", "H", "H", "H", "H", "H", "H", "H", "H", "H", "H", "H", "H", "H", "H", "H", "H", "H", "H", "H", "H", "C", "C", "C", "O", "C", "N", "H", "H", "H", "H", "H", "H", "H", "H", "H", "H", "H", "C", "C", "C", "O", "C", "N", "H", "H", "H", "H", "H", "H", "H", "H", "H", "H", "H"],
  "xyz": [[2.11493, 0.04753, 0.55336], [0.69686, 0.41524, 0.00983], [0.82923, 1.57172, -1.03951], [0.61362, 1.01572, -2.82198], [2.26656, 0.19482, -3.31026], [2.04648, -1.35743, -3.10149], [3.36459, -2.12947, -2.96600], [3.01912, -3.60885, -2.87001], [3.26174, -4.37379, -3.71056], [2.36216, -4.05312, -1.73610], [0.45586, 2.57915, -3.90317], [0.95099, 2.37062, -5.63394], [2.39749, 2.51169, -5.75511], [0.51343, 0.91020, -6.16795], [0.25731, 3.45864, -6.61238], [-0.55897, -0.14620, -3.08042], [-2.15546, 0.17256, -2.58683], [-2.71147, -1.38579, -1.45366], [-2.28958, -2.70505, -1.94609], [-3.41125, -1.27348, -0.27578], [-3.32365, 0.06335, -4.21776], [-2.82371, 0.29349, -5.54943], [-4.69208, -0.22709, -4.12154], [-2.51161, 1.84663, -1.74932], [-2.28885, 1.74785, -0.35983], [-4.04089, 2.09024, -1.89886], [-4.53205, 3.09542, -0.83715], [2.19335, -1.01564, 0.80422], [2.90878, 0.25325, -0.17376], [2.28570, 0.69385, 1.42013], [0.11508, 0.71882, 0.88241], [0.23202, -0.46344, -0.45508], [1.86712, 1.93055, -0.96473], [0.22057, 2.44758, -0.77757], [2.49777, 0.31925, -4.37088], [3.08031, 0.47047, -2.63252], [1.40117, -1.71291, -3.91154], [1.47486, -1.46120, -2.16840], [3.85527, -1.86954, -2.02043], [4.01541, -2.03034, -3.83473], [1.47196, -4.34169, -1.98087], [-0.53952, 3.04752, -3.90175], [1.15386, 3.31452, -3.48362], [0.60054, 0.90472, -7.13612], [0.54926, 4.34482, -6.35060], [-1.52203, -2.58333, -2.60428], [-3.03581, -3.20315, -2.42434], [-2.98294, -1.90254, 0.33826], [-3.06350, -0.51115, -6.12497], [-1.81397, 0.41443, -5.53539], [-4.84758, -1.01779, -3.58786], [-2.03496, 2.73522, -2.18206], [-4.62240, 1.17149, -1.77334], [-4.21762, 2.56106, -2.87366], [-5.57649, 3.38306, -1.00530], [-3.94049, 4.01873, -0.84897], [-4.49166, 2.65510, 0.16215], [-1.66637, -3.17408, 3.92132], [-3.06386, -2.88508, 3.38231], [-4.18225, -3.12386, 4.40940], [-4.50430, -4.48662, 4.62137], [-3.65238, -5.16921, 5.52482], [-3.27370, -3.66961, 2.15860], [-1.45865, -4.24208, 3.98540], [-0.91234, -2.74394, 3.26032], [-1.52963, -2.73809, 4.91316], [-3.09394, -1.82387, 3.11479], [-5.09695, -2.66707, 4.02093], [-3.96373, -2.62542, 5.36228], [-3.30464, -4.51562, 6.32962], [-2.79926, -5.60253, 4.99809], [-4.22096, -5.98895, 5.96412], [-4.16520, -3.40091, 1.74724], [-3.42062, -4.63614, 2.44000], [4.57038, 3.58382, 5.92448], [4.13712, 2.21656, 5.40536], [5.00142, 1.69552, 4.24487], [4.73083, 2.29813, 2.99183], [5.36273, 3.54890, 2.78362], [2.71701, 2.27369, 5.04330], [4.26922, 4.39430, 5.26083], [4.11002, 3.78021, 6.89352], [5.65404, 3.63076, 6.05303], [4.24776, 1.50712, 6.23118], [4.77537, 0.63376, 4.10999], [6.07138, 1.76008, 4.48090], [6.34712, 3.59254, 3.25772], [4.73354, 4.36402, 3.14818], [5.48766, 3.68419, 1.70900], [2.40254, 1.33925, 4.79432], [2.64578, 2.79393, 4.17162]]
}

***

Entry 2:
{
  "formula": "C19H53N3O20S6",
  "method": "ωB97M-V/def2-TZVPD",
  "gap_ev": 8.7,
  "species": ["C", "N", "O", "O", "H", "H", "H", "C", "N", "O", "O", "H", "H", "H", "C", "N", "O", "O", "H", "H", "H", "C", "S", "O", "C", "H", "H", "H", "H", "H", "H", "C", "S", "O", "C", "H", "H", "H", "H", "H", "H", "O", "S", "O", "O", "C", "C", "C", "H", "H", "H", "H", "H", "H", "H", "H", "O", "S", "O", "O", "C", "C", "C", "H", "H", "H", "H", "H", "H", "H", "H", "O", "S", "O", "O", "C", "C", "C", "H", "H", "H", "H", "H", "H", "H", "H", "O", "S", "O", "O", "C", "C", "C", "H", "H", "H", "H", "H", "H", "H", "H"],
  "xyz": [[-2.07446, -0.71380, -2.84436], [-0.90986, -0.29962, -3.66470], [-0.79170, -0.89755, -4.72773], [-0.16878, 0.59827, -3.31114], [-2.55826, 0.13209, -2.46819], [-1.72603, -1.17056, -1.94096], [-2.60822, -1.40468, -3.49053], [-0.81562, 0.31036, 4.22912], [-1.90732, 1.20320, 3.62289], [-2.99862, 0.98936, 4.07044], [-1.72028, 1.93684, 2.67352], [-1.04070, 0.04928, 5.29339], [0.14501, 0.83256, 4.05087], [-0.78849, -0.62966, 3.69632], [0.19662, -0.90784, 0.89814], [1.39390, -0.44861, 0.16037], [2.30695, -1.25431, -0.09002], [1.48094, 0.73861, -0.10554], [0.09826, -1.96476, 0.90451], [-0.61042, -0.40769, 0.42266], [0.43828, -0.56755, 1.92331], [1.52003, -3.41356, -5.63705], [2.95288, -3.16186, -4.45006], [4.24070, -3.47187, -5.26081], [2.94388, -1.31908, -4.36534], [0.90548, -4.28670, -5.36213], [1.99415, -3.47538, -6.63093], [0.89597, -2.47627, -5.60710], [3.22341, -1.01494, -5.37107], [3.75470, -1.10757, -3.65787], [1.94064, -0.87306, -4.07012], [2.78782, 4.59444, 2.04040], [1.30597, 3.62856, 2.08843], [1.42811, 2.62034, 3.20429], [0.12553, 4.67281, 2.93849], [3.65006, 3.94357, 1.80333], [3.02883, 5.00663, 3.04402], [2.57515, 5.23084, 1.16484], [-0.72626, 4.02381, 2.99972], [-0.21048, 5.57396, 2.40495], [0.60691, 4.79812, 3.95244], [4.30896, -1.39236, 4.65779], [3.07297, -0.89796, 4.15131], [2.04183, -1.76787, 3.63015], [2.29995, -0.03852, 5.21451], [3.01652, 0.76856, 6.14914], [2.12651, 1.92658, 6.53153], [3.48412, 0.18386, 2.89199], [3.97392, 1.03191, 5.71823], [3.27872, 0.23135, 7.03157], [2.32809, 2.43310, 7.44017], [1.13342, 1.42055, 6.68009], [2.05265, 2.62747, 5.68417], [2.67159, 0.65178, 2.34860], [4.16594, -0.43341, 2.24682], [4.02579, 0.95461, 3.48836], [-0.20709, 5.19477, -0.14613], [-0.67245, 4.71187, -1.47364], [-1.71118, 5.49605, -2.07728], [0.58669, 4.69252, -2.39396], [0.42065, 4.57786, -3.88117], [1.66262, 5.01599, -4.53438], [-0.96492, 3.08730, -1.28235], [-0.45908, 5.22312, -4.11582], [0.12621, 3.56619, -4.15945], [1.58733, 5.04977, -5.60189], [2.55484, 4.44965, -4.25572], [1.81982, 6.04892, -4.18128], [-0.07391, 2.57208, -0.90089], [-1.31644, 2.72795, -2.18401], [-1.73464, 2.96709, -0.50578], [-4.21867, -2.25304, -1.18033], [-3.79101, -1.99057, 0.16687], [-2.52214, -1.30153, 0.43365], [-4.95329, -1.20163, 0.83614], [-4.66501, -0.53722, 2.14406], [-5.90019, 0.13389, 2.63580], [-3.65953, -3.56503, 1.04481], [-3.79034, 0.04011, 2.13016], [-4.46758, -1.36994, 2.84744], [-6.77713, -0.47313, 2.79283], [-6.18472, 0.92397, 2.01514], [-5.64115, 0.59948, 3.56880], [-2.72262, -4.01027, 0.67477], [-4.62926, -4.00569, 0.78934], [-3.62152, -3.29257, 2.14398], [0.43004, -2.59482, -2.26553], [0.39885, -3.91618, -1.64943], [-0.37203, -4.03623, -0.45756], [-0.07708, -5.00697, -2.65549], [-1.44866, -4.88192, -3.17080], [-1.54416, -4.53842, -4.58085], [2.00498, -4.42090, -1.26142], [-1.99056, -4.17776, -2.50805], [-1.87920, -5.88068, -2.94933], [-1.32311, -3.44477, -4.69454], [-2.59684, -4.70704, -4.90275], [-0.91478, -5.11694, -5.28760], [1.86036, -5.34637, -0.64683], [2.47561, -3.73735, -0.57926], [2.63663, -4.58802, -2.13552]]
}